The following is a quantum chemistry calculation of C6H11AlBr13 as an isolated structure in a non-equilibrium geometry, from the Open Molecules 2025 dataset.

Each line ends with the natural charge from an NBO analysis.
Positions of all 31 atoms, in Å:
C1 2.8841 0.9672 -0.9164  -0.614
C2 2.2074 2.1848 -0.2487  -0.952
Al1 0.2224 2.1587 -0.6911  1.104
Br1 -0.6138 -0.0794 -0.1644  -0.644
H1 2.5668 0.9261 -1.9551  0.190
H2 2.4963 0.0614 -0.4610  0.200
H3 3.9687 0.9924 -0.8593  0.175
H4 2.6690 3.0700 -0.6788  0.196
H5 2.3600 2.1541 0.8269  0.192
H6 0.0581 2.3255 -2.2713  -0.424
H7 -0.5970 3.2291 0.1779  -0.415
C3 1.5324 0.9421 -5.6834  -0.502
Br2 3.2404 0.1408 -6.1022  0.056
Br3 0.6635 0.0458 -4.2285  0.144
Br4 1.7104 2.8313 -5.3516  0.090
H8 0.9106 0.8290 -6.5571  0.215
C4 -4.0114 -1.7280 -0.4008  -0.498
Br5 -4.9216 -1.9453 -2.0862  0.066
Br6 -4.7690 -0.3065 0.6445  0.092
Br7 -3.9363 -3.3684 0.6025  0.068
H9 -2.9867 -1.4461 -0.6161  0.263
C5 0.0438 -3.9600 2.3508  -0.502
Br8 1.7902 -4.0048 3.1702  0.066
Br9 -1.0776 -2.6241 3.1601  0.104
Br10 0.1645 -3.7145 0.4460  0.108
H10 -0.4136 -4.9209 2.5271  0.215
C6 -1.2780 1.1614 5.0758  -0.502
Br11 -0.1606 0.9530 6.6357  0.060
Br12 -0.2691 1.0866 3.4442  0.157
Br13 -2.7346 -0.1054 5.0803  0.073
H11 -1.7196 2.1441 5.1299  0.220

Summary:
- E_HOMO (eV) = -5.116
- lowest unoccupied orbital energy (Ha) = 0.075
- Kohn-Sham gap (eV) = 7.15
- 2S+1 = 1
- net charge = -1

The following is a quantum chemistry calculation of a 4-piece molecular cluster, C24H46I2NO14P2S2 overall in a non-equilibrium geometry, from the Open Molecules 2025 dataset.

Each line ends with the Mulliken charge.
Positions of all 91 atoms, in Å:
C1 -2.8719 2.0311 -2.7340  -1.185
C2 -2.9174 0.5310 -3.1822  0.576
I1 -4.6404 -0.7156 -2.9153  0.050
C3 -1.8150 0.0000 -3.7782  -1.287
I2 -0.0620 1.2657 -4.0463  0.154
C4 -1.6716 -1.4256 -4.3114  0.588
C5 -1.2882 -2.4722 -3.3073  0.519
C6 -1.0908 -2.1531 -1.8019  0.640
O1 -2.0747 -1.8194 -1.1933  -0.405
O2 0.1089 -2.2722 -1.1531  -0.375
C7 -0.0489 -2.6559 0.2287  -0.594
C8 -0.6503 -4.0974 0.4334  -0.292
C9 -0.1514 -4.6468 1.8480  -0.520
S1 -1.4745 -5.4642 2.8112  1.222
O3 -1.3189 -5.1176 4.2261  -0.636
O4 -2.8201 -5.0985 2.3987  -0.630
O5 -1.3733 -7.1179 2.7314  -0.461
C10 -1.1144 -3.8307 -3.8096  -0.932
C11 -1.3231 -4.0886 -5.2200  -0.249
N1 -1.6697 -3.1035 -6.1207  0.120
P1 -1.8061 -3.7093 -7.7966  0.411
O6 -0.9346 -4.8936 -8.0441  -0.608
C12 -1.8832 -1.7511 -5.7240  0.239
P2 -2.3960 -0.5588 -7.0457  0.645
O7 -1.0631 -0.4099 -8.0487  -0.475
O8 -3.6332 -1.1628 -8.0301  -0.475
S2 -2.9329 1.1995 -6.5287  -0.244
H1 -3.8439 2.3333 -2.2555  0.374
H2 -2.0348 2.2059 -2.0052  0.328
H3 -2.7339 2.6303 -3.6782  0.298
H4 0.9910 -2.6882 0.6647  0.481
H5 -0.6106 -1.9116 0.8526  0.325
H6 -0.2400 -4.8270 -0.3239  0.134
H7 -1.7652 -4.1470 0.3662  0.469
H8 0.6813 -5.3999 1.7347  0.152
H9 0.2028 -3.7768 2.4570  0.379
H10 -0.4595 -7.4001 2.9363  0.357
H11 -0.8341 -4.6285 -3.0842  0.473
H12 -1.1709 -5.1419 -5.5752  0.442
H13 -3.1661 -4.1609 -7.9030  0.126
H14 -1.6307 -2.6890 -8.7636  0.187
H15 -1.2845 0.2348 -8.7529  0.361
H16 -4.1914 -1.7682 -7.4959  0.351
C13 5.3127 -8.4640 3.7866  -0.676
O9 6.1167 -7.6894 2.9090  -0.377
C14 5.6462 -7.7158 1.5676  -0.531
C15 4.8760 -6.4516 1.2225  -0.565
O10 3.6622 -6.3593 1.9639  -0.276
C16 3.7652 -5.4768 3.0724  -0.833
H17 5.5817 -8.2034 4.8107  0.249
H18 4.2460 -8.2706 3.6474  0.259
H19 5.5176 -9.5282 3.6322  0.331
H20 5.0335 -8.6062 1.3890  0.331
H21 6.5264 -7.7806 0.9212  0.374
H22 4.6032 -6.4840 0.1631  0.355
H23 5.4978 -5.5642 1.3827  0.366
H24 3.7431 -4.4402 2.7183  0.283
H25 4.6734 -5.6453 3.6553  0.441
H26 2.9009 -5.6383 3.7183  0.259
C17 -1.1418 4.9003 3.2009  -0.311
O11 -2.4866 5.1746 2.8303  -0.391
C18 -2.5954 5.6894 1.5099  -0.358
C19 -3.0365 4.6161 0.5283  -0.551
O12 -2.0422 3.6067 0.3752  -0.376
C20 -2.3387 2.4366 1.1230  -0.847
H27 -1.1562 4.2936 4.1071  0.274
H28 -0.6032 4.3509 2.4241  0.271
H29 -0.6216 5.8388 3.4175  -0.020
H30 -1.6505 6.1437 1.1917  0.172
H31 -3.3537 6.4779 1.5355  0.399
H32 -3.1807 5.0762 -0.4545  0.363
H33 -3.9917 4.1775 0.8378  0.384
H34 -3.1326 1.8714 0.6210  0.346
H35 -2.6429 2.6648 2.1472  0.454
H36 -1.4429 1.8149 1.1556  0.195
C21 3.0250 10.3508 4.0274  -0.686
O13 2.3275 10.3527 2.7905  -0.367
C22 2.3105 9.0733 2.1702  -0.711
C23 0.9811 8.3675 2.3840  -0.268
O14 0.7790 8.0376 3.7530  -0.401
C24 -0.0923 8.9484 4.4084  -0.786
H37 2.7908 11.2791 4.5494  0.245
H38 2.7339 9.5112 4.6634  0.287
H39 4.1038 10.3169 3.8427  0.322
H40 3.1408 8.4565 2.5308  0.363
H41 2.4560 9.2364 1.0978  0.376
H42 0.9894 7.4257 1.8248  0.318
H43 0.1534 8.9769 2.0041  0.352
H44 -1.1265 8.7512 4.1065  0.298
H45 0.1607 9.9896 4.1936  0.379
H46 -0.0111 8.7830 5.4828  0.253

Summary:
- E_HOMO (eV) = -10.403
- lowest unoccupied orbital energy (Ha) = -0.211
- Kohn-Sham gap (eV) = 4.67
- 2S+1 = 1
- net charge = +1

The following is a quantum chemistry calculation of C9H11N3O2 in the gas phase in a non-equilibrium geometry, from the Open Molecules 2025 dataset.

Each line ends with the natural charge from an NBO analysis.
Positions of all 25 atoms, in Å:
C1 1.9841 -1.8394 -0.2437  -0.225
C2 2.2738 -0.7190 -1.1097  -0.258
C3 1.0565 -1.7119 0.7229  -0.179
C4 1.4256 0.3003 -1.1643  -0.173
C5 -2.9473 0.8984 -0.5778  0.117
C6 0.2382 -0.4579 0.8482  -0.471
C7 -1.9505 1.4800 0.3836  -0.502
C8 -0.5140 1.6181 -0.3186  -0.085
C9 0.0830 0.2726 -0.4873  0.163
N1 -2.8362 1.0966 -1.8349  -0.248
N2 -1.9610 1.9634 -2.3401  -0.086
N3 -0.8719 2.2196 -1.7974  0.334
O1 -0.0952 3.0624 -2.2406  -0.441
O2 -0.7485 -0.5831 -1.3237  -0.719
H1 2.6398 -2.8235 -0.2995  0.230
H2 3.2809 -0.6806 -1.6955  0.236
H3 0.7894 -2.4222 1.3753  0.203
H4 1.6021 1.3724 -1.6718  0.248
H5 -3.7216 0.1103 -0.2101  0.207
H6 -0.6974 -0.7769 1.3222  0.224
H7 0.6954 0.2590 1.4488  0.225
H8 -2.1464 2.3970 0.7340  0.231
H9 -1.9998 0.8139 1.2009  0.233
H10 0.1156 2.3078 0.2651  0.254
H11 -0.2387 -1.4635 -1.0940  0.482

Summary:
- E_HOMO (spin up / spin down) (eV) = -8.908 / -8.907
- lowest unoccupied orbital energy (spin up / spin down) (Ha) = 0.002 / 0.002
- Kohn-Sham gap (spin up / spin down) (eV) = 8.97 / 8.97
- 2S+1 = 1

The following is a quantum chemistry calculation of an isolated ion of composition C6H15OS3 and charge +1 in a non-equilibrium geometry, from the Open Molecules 2025 dataset.

Each line ends with the natural charge from an NBO analysis.
Positions of all 25 atoms, in Å:
C1 -1.4145 1.1091 2.7615  -0.609
C2 -2.0404 0.3081 1.5563  -0.417
C3 -1.0619 0.5100 0.3418  -0.109
O1 -1.8728 0.4010 -0.8463  -0.602
S1 -0.9844 0.5305 -2.2589  1.020
S2 0.0502 2.3277 -2.2284  -0.011
C4 0.1484 -0.9164 -2.1871  -0.586
C5 1.5892 -0.6386 -1.6341  -0.443
C6 1.9692 -1.7307 -0.5399  -0.511
S3 3.0184 -0.8943 0.7485  -0.028
H1 -1.5107 0.5734 3.7174  0.237
H2 -0.3299 1.2121 2.5430  0.188
H3 -1.8440 2.1229 2.8349  0.227
H4 -3.0482 0.6841 1.3139  0.235
H5 -2.0673 -0.7470 1.8687  0.221
H6 -0.6629 1.5342 0.4597  0.194
H7 -0.2901 -0.2725 0.4352  0.193
H8 0.7999 2.2737 -1.0684  0.177
H9 0.1454 -1.3418 -3.2090  0.278
H10 -0.3423 -1.6808 -1.5527  0.273
H11 2.2898 -0.7932 -2.4711  0.249
H12 1.7106 0.3306 -1.1390  0.227
H13 2.5344 -2.5507 -1.0051  0.254
H14 1.0737 -2.1058 -0.0147  0.214
H15 2.1400 -0.2457 1.5737  0.126

Summary:
- E_HOMO (eV) = -12.516
- lowest unoccupied orbital energy (Ha) = -0.163
- Kohn-Sham gap (eV) = 8.07
- 2S+1 = 1
- net charge = +1